This record from OMol25 describes a structure of composition C4H16O3S. The level of theory is wB97M-V/def2-TZVPD.

Calculated values
HOMO level (spin up / spin down) ... -14.18 / -13.84 eV
Net charge ... +1
Energy relative to the best compared isomer or geometry (same formula, charge and spin) ... 70.51 kcal/mol
Expectation value of S² ... 0.75
2S+1 ... 2

Structure (XYZ):
```
24
C4H16O3S wB97M-V/def2-TZVPD
S -0.857 1.488 -0.212
O 1.727 1.994 1.454
O 0.923 -0.570 -2.597
O -1.595 -1.147 -1.761
C -2.091 1.187 1.175
C 0.037 -1.328 1.744
C 2.070 -1.361 0.113
C 0.829 -1.922 0.690
H 0.413 -2.938 0.274
H -1.526 -0.283 -1.237
H -0.719 -2.010 2.245
H 0.655 -0.613 2.351
H -2.811 2.006 1.318
H 2.957 -1.500 0.793
H -0.075 -1.019 0.522
H 2.210 -1.644 -0.965
H 1.970 2.618 0.733
H -2.625 0.215 1.058
H 0.017 -1.074 -2.482
H -1.430 1.051 2.052
H -2.312 -1.617 -1.376
H 1.117 1.391 1.181
H 0.510 0.260 -2.277
H 1.850 -0.333 0.113
```


This record from OMol25 describes a cluster of 12 separate species, C14H52N6O12 in total. The level of theory is wB97M-V/def2-TZVPD.

Calculated values
SMILES ... NC(N)=O.NC(N)=O.NC(N)=O.CCO.CCO.CO.CO.CO.CO.CO.CO.CO
HOMO level ... -9.22 eV
Net charge ... 0
Energy relative to the best compared isomer or geometry (same formula, charge and spin) ... 0.00 kcal/mol

Structure (XYZ):
```
84
C14H52N6O12 wB97M-V/def2-TZVPD
O 1.398 -2.221 -3.780
O -3.670 -2.365 0.280
O -3.551 3.683 -1.166
O 1.241 4.452 -1.760
O 0.681 -1.000 -0.350
O 3.207 2.656 -0.563
O -2.196 -4.942 -0.803
O 3.150 -2.652 -0.247
O -3.666 0.647 3.356
O -2.774 -0.951 -1.750
O 0.487 -1.900 5.075
O 0.805 2.404 3.432
N -0.550 0.098 4.616
N -2.683 -0.964 -4.033
N 1.514 -0.349 3.753
N 0.520 3.492 1.429
N -0.818 -0.490 -2.830
N -0.674 4.104 3.289
C -1.293 -4.561 -3.012
C 0.250 3.269 2.732
C -1.122 -4.324 -1.520
C -2.840 2.433 -1.070
C -2.148 -0.788 -2.788
C 0.476 -0.806 4.505
C -2.618 -2.597 1.201
C 0.413 3.378 -2.117
C 3.925 2.126 1.688
C 0.805 0.324 0.158
C -2.935 0.888 2.158
C 2.564 -1.391 -3.627
C 2.900 -3.016 1.107
C 4.275 2.099 0.236
H 4.402 1.081 -0.152
H -2.538 1.902 2.114
H -3.585 1.645 -1.203
H -3.337 -1.838 -0.476
H -3.634 0.723 1.334
H -2.329 -4.433 -3.319
H 2.710 -1.040 -2.605
H 1.558 -1.392 -0.429
H 1.702 0.739 -0.312
H -0.080 4.081 0.885
H -4.161 3.549 -1.895
H 3.767 -3.297 -0.602
H 3.444 3.071 1.957
H 2.253 -2.300 1.612
H -0.360 -0.408 -3.718
H -0.878 4.030 4.267
H 1.276 2.989 0.994
H -4.066 -0.223 3.269
H 0.780 -1.851 -3.131
H -3.627 -1.206 -4.265
H -0.617 -3.862 -3.513
H -0.388 3.642 -2.804
H 5.219 2.608 0.017
H 3.853 -2.999 1.651
H -2.243 -3.617 1.273
H -0.285 -0.407 -1.976
H 2.073 4.139 -1.389
H -1.292 4.595 2.670
H -2.187 2.236 -0.231
H -0.155 -4.629 -1.103
H 1.044 0.423 1.224
H -2.165 -0.638 -4.830
H -1.031 -5.581 -3.299
H -0.462 1.061 4.352
H -0.129 0.860 0.004
H -1.079 -3.252 -1.279
H 3.535 2.714 -1.467
H -2.764 -4.224 -0.493
H -1.752 -1.954 1.008
H 4.768 2.057 2.373
H 2.361 -0.496 -4.237
H -1.296 -0.273 5.179
H -3.014 -2.239 2.156
H 2.374 -0.865 3.809
H 3.474 -1.796 -4.060
H -2.273 2.365 -2.006
H -2.086 0.199 2.101
H -0.124 2.899 -1.289
H 2.472 -4.008 1.266
H 3.241 1.314 1.942
H 0.969 2.523 -2.518
H 1.587 0.644 3.541
```


This record from OMol25 describes a cluster of 4 separate species, C16H38FN2O12P2S in total. The level of theory is wB97M-V/def2-TZVPD.

Calculated values
HOMO level ... -5.02 eV
Net charge ... -1

Structure (XYZ):
```
72
C16H38FN2O12P2S wB97M-V/def2-TZVPD
S -5.079 -0.843 -5.539
P -3.588 -0.226 -4.425
P -0.451 -2.087 -3.806
F -2.235 -1.427 -6.278
O 7.363 -2.149 3.826
O -3.641 -1.139 -3.032
O 0.024 0.792 -6.541
O 1.002 2.483 -4.251
O 1.576 0.909 -2.801
O 0.287 -0.524 2.480
O 1.326 -0.818 -5.736
O -1.473 -1.766 0.487
O 4.653 -2.589 2.779
O -3.922 1.358 -4.036
O -4.025 2.731 0.921
O -3.438 5.389 2.028
N 0.966 -2.059 -3.065
N -2.151 -0.401 -5.381
C -0.754 0.719 -3.521
C -5.195 3.290 0.343
C -0.883 -0.426 -4.614
C 4.948 -3.977 2.751
C 0.700 1.345 -3.493
C -2.462 4.380 1.792
C -1.383 -2.967 1.234
C 7.825 -2.172 2.483
C -4.303 5.069 3.106
C -2.855 3.487 0.626
C 1.389 -1.066 1.759
C 6.271 -1.255 4.013
C -0.611 0.192 1.642
C -1.829 -0.647 1.289
C 0.288 -0.153 -5.696
C 4.943 -1.996 4.039
H -0.847 -3.702 0.631
H 8.430 -1.282 2.283
H 8.454 -3.055 2.358
H -0.943 1.071 2.205
H -2.360 -0.967 2.191
H -3.876 -2.045 -3.313
H -0.842 -2.826 2.173
H 4.930 -2.748 4.835
H -5.227 3.058 -0.726
H -3.792 5.245 4.058
H 1.077 -1.546 0.831
H 5.918 -4.198 3.203
H -0.102 0.545 0.738
H -2.048 2.769 0.447
H -5.244 4.372 0.484
H -0.892 0.257 -2.508
H -5.171 5.730 3.050
H 7.003 -2.227 1.767
H 6.419 -0.767 4.981
H -2.388 -3.349 1.445
H -2.991 4.073 -0.288
H -4.651 4.035 3.061
H 1.681 2.248 -4.911
H -1.446 1.584 -3.674
H -6.062 2.837 0.827
H -0.541 -3.087 -4.819
H 4.970 -4.297 1.709
H 4.145 -1.275 4.244
H 0.831 -2.296 -2.075
H 6.270 -0.477 3.242
H 1.872 -1.814 2.391
H -1.528 4.892 1.542
H 4.165 -4.533 3.275
H -4.411 1.304 -3.188
H -2.516 -0.034 0.695
H -1.393 -2.466 -2.788
H -2.289 3.788 2.697
H 2.113 -0.276 1.541
```


Max |F| readings, ordered: 4.56 2.74 4.36 eV Å⁻¹